No. 1
Molecular formula: C26H28CaN7O3
Method: DFT, ωB97M-V/def2-TZVPD

ΔE to the lowest compared entry with this formula, charge and spin, kcal/mol: 5.69
LUMO energy, eV: -3.41
E, eV: -62425.5348
HOMO energy, eV: -10.4
Kohn-Sham gap, eV: 6.997

ORCA input file:
```
! RIJCOSX wB97M-V def2-TZVPD def2/J DEFGRID3
* xyz 1 1
Ca 0.3037 -0.0627 -0.0222
O -3.0288 -1.3876 2.9327
C -2.4279 -2.5007 3.4117
C -3.2063 -3.3536 4.1968
C -2.6660 -4.5127 4.7102
C -1.3376 -4.8514 4.4533
C -0.5671 -4.0096 3.6832
C -1.0877 -2.8225 3.1474
C -0.2382 -1.9537 2.3039
O -0.7930 -0.9306 1.7359
N 1.0262 -2.2984 2.1723
N 1.6371 -1.5381 1.2048
C 2.9106 -1.5607 1.1551
C 3.5724 -0.8322 0.0574
C 4.9553 -0.8605 -0.0480
C 5.5686 -0.2144 -1.1104
C 4.7747 0.4341 -2.0378
C 3.4005 0.4220 -1.8510
N 2.7888 -0.1808 -0.8327
H -2.3613 -0.9373 2.3733
H -4.2334 -3.0720 4.3859
H -3.2831 -5.1632 5.3164
H -0.9139 -5.7604 4.8565
H 0.4660 -4.2485 3.4756
H 3.4968 -2.1155 1.8829
H 5.5379 -1.3916 0.6920
H 6.6449 -0.2238 -1.2167
H 5.1926 0.9419 -2.8949
H 2.7618 0.9217 -2.5696
C -0.8195 -2.8639 -1.1902
C -1.1605 -1.6961 -1.8618
C -2.3670 -1.0495 -1.5854
C -3.2290 -1.5872 -0.6396
C -2.8938 -2.7652 0.0166
C -1.6942 -3.4053 -0.2549
H 0.1194 -3.3563 -1.4127
H -0.5009 -1.3082 -2.6360
H -2.6468 -0.1578 -2.1346
H -4.1685 -1.0974 -0.4194
H -3.5688 -3.1779 0.7544
H -1.4343 -4.3148 0.2702
O 0.9719 1.7087 3.3689
C 0.6801 1.5182 2.3062
C 1.0021 3.1429 -0.8014
N 0.8466 4.4208 -1.4604
C 0.8096 4.2069 -2.9084
N -0.2966 3.3265 -3.2953
C -0.1312 2.0559 -2.6276
N -0.0963 2.1880 -1.1406
C -1.3765 2.8508 -0.7399
N -1.5574 4.1302 -1.3899
C -0.4326 5.0030 -1.0418
C -1.5547 3.9289 -2.8404
H 0.9959 3.2912 0.2797
H 1.9541 2.6899 -1.0888
H 1.7532 3.7605 -3.2300
H 0.6918 5.1672 -3.4097
H 0.7997 1.5891 -2.9586
H -0.9626 1.3959 -2.8900
H -1.3664 2.9873 0.3445
H -2.2033 2.1849 -1.0010
H -0.4198 5.1615 0.0379
H -0.5651 5.9668 -1.5330
H -1.6870 4.8906 -3.3354
H -2.3854 3.2766 -3.1159
*
```

***

No. 2
Molecular formula: C26H28ClN3O3RbS
Method: DFT, ωB97M-V/def2-TZVPD

ΔE to the lowest compared entry with this formula, charge and spin, kcal/mol: 6.45
LUMO energy (spin up / spin down), eV: 3.69 / 3.68
E, eV: -62041.4694
<S²>: 0.756
HOMO energy (spin up / spin down), eV: 0.5 / -1.0
Kohn-Sham gap (spin up / spin down), eV: 3.149 / 4.663

ORCA input file:
```
! RIJCOSX wB97M-V def2-TZVPD def2/J DEFGRID3
* xyz -2 2
Rb -1.2738 0.7354 -0.1311
C 0.7642 0.3815 -3.7416
N 1.0955 -0.4241 -2.5912
C 0.4223 -1.7051 -2.6321
C 2.4809 -0.5333 -2.2888
C 3.4629 -0.1283 -3.1716
C 4.8154 -0.1796 -2.8481
C 5.1934 -0.6572 -1.6060
C 4.2365 -1.0853 -0.7144
C 2.8541 -1.0507 -1.0099
N 1.9151 -1.3664 -0.1060
C 2.1330 -2.2685 0.8719
C 2.8451 -3.4632 0.6446
C 2.9832 -4.4361 1.6116
C 2.4167 -4.2528 2.8600
C 1.6919 -3.0925 3.1114
C 1.5260 -2.1069 2.1550
N 0.7469 -0.9504 2.3850
C 1.4859 0.2942 2.2696
C -0.0732 -0.9419 3.5736
H 1.0079 -0.1104 -4.7006
H 1.2919 1.3315 -3.6898
H -0.3058 0.5898 -3.7355
H 0.7331 -2.3058 -3.5067
H -0.6602 -1.5576 -2.6858
H 0.6607 -2.2466 -1.7202
H 3.1985 0.2443 -4.1530
H 5.5571 0.1498 -3.5666
H 6.2441 -0.6971 -1.3318
H 4.5311 -1.4280 0.2700
H 3.2651 -3.6150 -0.3430
H 3.5342 -5.3449 1.3881
H 2.5378 -4.9947 3.6416
H 1.2561 -2.9747 4.0954
H 2.1919 0.4231 3.1110
H 0.7829 1.1272 2.2707
H 2.0380 0.2944 1.3327
H 0.5143 -0.8189 4.5035
H -0.6522 -1.8624 3.6460
H -0.7633 -0.1033 3.4939
S -1.9780 3.1857 -4.0491
C -1.8289 2.4297 -2.6586
C -7.2926 3.7596 3.8058
C -6.5079 2.6078 4.3560
C -7.0316 1.7798 5.3540
C -6.2614 0.7490 5.8526
Cl -6.9484 -0.2864 7.0793
C -4.9769 0.5097 5.4094
C -4.4463 1.3341 4.4076
C -5.2087 2.3582 3.8707
O -4.7939 3.1889 2.8836
C -3.4259 3.2304 2.5276
C -2.7124 1.9726 1.9179
O -3.3776 1.0807 1.3821
O -1.4736 2.0378 2.0265
H -8.3268 3.7328 4.1442
H -7.2719 3.7440 2.7186
H -6.8415 4.7040 4.1158
H -8.0366 1.9329 5.7173
H -4.3883 -0.2981 5.8133
H -3.4546 1.1454 4.0337
H -2.8163 3.5447 3.3842
H -3.3647 4.0062 1.7599
*
```

***

No. 3
Molecular formula: C26H28F3N4O4SV
Method: DFT, ωB97M-V/def2-TZVPD

ΔE to the lowest compared entry with this formula, charge and spin, kcal/mol: 47.79
LUMO energy (spin up / spin down), eV: 2.52 / 2.51
E, eV: -86246.9957
<S²>: 3.776
HOMO energy (spin up / spin down), eV: -3.2 / -4.6
Kohn-Sham gap (spin up / spin down), eV: 5.678 / 7.082

ORCA input file:
```
! RIJCOSX wB97M-V def2-TZVPD def2/J DEFGRID3
* xyz -1 4
V -1.3906 -0.2302 -1.0978
C 4.3671 -1.3610 -0.9309
C 3.7581 -0.0159 -0.5306
N 2.8622 -0.1465 0.5895
C 3.4295 -0.1668 1.9184
C 3.4125 1.2074 2.5863
C 1.5071 -0.2132 0.4407
S 0.9344 -0.3856 -1.1715
N 0.8108 -0.1726 1.5471
C -0.5308 -0.2166 1.6399
O -1.3580 -0.2934 0.6926
C -1.0760 -0.1363 3.0002
C -0.2691 -0.1551 4.1403
C -0.8318 -0.0746 5.3977
C -2.2068 0.0457 5.5482
C -3.0189 0.0677 4.4211
C -2.4624 -0.0228 3.1636
H 4.9806 -1.2476 -1.8214
H 3.5644 -2.0639 -1.1356
H 4.9895 -1.7602 -0.1315
H 3.1963 0.3875 -1.3769
H 4.5506 0.6908 -0.2656
H 4.4571 -0.5351 1.8464
H 2.8383 -0.8623 2.5195
H 4.0796 1.9000 2.0773
H 3.7175 1.1234 3.6273
H 2.4017 1.6002 2.5425
H 0.7975 -0.2384 4.0150
H -0.2012 -0.1140 6.2776
H -2.6462 0.1095 6.5360
H -4.0933 0.1484 4.5313
H -3.0841 -0.0095 2.2792
C 1.3157 4.2809 -3.2905
C 1.1697 2.9322 -3.6361
C 0.2941 2.1329 -2.9495
C -0.4785 2.6213 -1.8725
C -1.3395 1.7803 -1.1011
C -2.0944 2.3933 -0.1190
C -2.0233 3.7643 0.1510
C -1.1525 4.5611 -0.5452
C -0.3590 4.0103 -1.5666
C 0.5577 4.8078 -2.2836
H 2.0236 4.8974 -3.8295
H 1.7580 2.5189 -4.4461
H 0.1966 1.0941 -3.2362
H -2.7707 1.7908 0.4783
H -2.6519 4.1876 0.9282
H -1.0559 5.6171 -0.3256
H 0.6592 5.8530 -2.0163
F -3.2621 -1.2981 -4.5807
C -2.8275 -1.2339 -3.3096
F -1.7674 -0.3758 -3.3273
F -2.2788 -2.4473 -3.0467
C -3.9616 -0.8173 -2.2310
O -5.1020 -1.0667 -2.5706
O -3.4795 -0.3074 -1.2212
C -1.8267 -5.3651 -0.2711
N -0.7573 -4.9849 -1.1624
C -0.4651 -3.6519 -1.3199
N 0.4994 -3.3823 -2.2376
O -0.9724 -2.7964 -0.6210
H -1.4685 -6.0847 0.4697
H -2.6680 -5.7938 -0.8211
H -2.1528 -4.4607 0.2423
H -0.5582 -5.6045 -1.9316
H 0.7508 -4.0285 -2.9627
H 0.7647 -2.4060 -2.3117
*
```